Below is a cluster of 13 separate species, C61H142N16O13 in total, with properties calculated with ωB97M-V with the def2-TZVPD basis set.

Summary:
- Gap between HOMO and LUMO: 7.84 eV
- Maximum force: 3.61 eV/A
- Calculated total energy: -116017.9979 eV
- Lowest unoccupied orbital energy: 0.025 eV

```
! RIJCOSX wB97M-V def2-TZVPD def2/J DEFGRID3
* xyz 0 1
C 12.502 19.748 18.911
O 12.084 20.342 19.926
N 12.318 20.261 17.594
N 13.222 18.616 18.900
H 12.134 21.263 17.674
H 13.160 20.121 17.032
H 13.611 18.329 17.966
H 13.372 18.080 19.731
C 15.817 16.453 16.650
O 14.764 16.783 17.278
N 16.186 17.069 15.489
N 16.701 15.649 17.268
H 16.915 16.598 14.916
H 15.291 17.455 15.113
H 17.386 15.204 16.670
H 16.631 15.471 18.253
C 15.546 23.611 15.411
O 15.296 24.498 14.635
N 14.629 23.112 16.337
N 16.834 23.133 15.505
H 13.805 23.629 16.179
H 14.923 22.881 17.275
H 16.849 22.146 15.677
H 17.501 23.389 14.774
C 19.942 16.732 17.606
O 19.760 17.341 18.628
N 20.577 15.577 17.628
N 19.575 17.136 16.345
H 20.891 15.213 18.524
H 20.831 15.063 16.788
H 18.905 17.895 16.398
H 19.263 16.466 15.667
C 18.709 14.415 13.922
O 18.439 15.011 15.000
N 18.411 15.034 12.775
N 18.975 13.077 13.969
H 18.056 15.999 12.859
H 18.296 14.630 11.852
H 19.247 12.760 14.853
H 19.456 12.714 13.190
C 17.308 19.995 17.555
O 16.940 19.900 16.096
H 16.645 19.325 18.085
H 18.338 19.785 17.729
H 17.061 21.004 17.874
H 16.862 18.926 15.834
C 12.837 19.127 14.442
O 14.265 19.144 14.282
H 12.424 18.651 13.568
H 12.545 18.588 15.323
H 12.468 20.144 14.439
H 14.683 19.936 14.645
C 14.457 19.609 22.594
C 14.365 20.827 23.524
C 15.762 21.239 24.106
C 16.703 21.817 23.034
C 16.052 23.073 22.571
C 14.717 22.786 21.897
N 13.835 22.033 22.877
O 12.490 21.893 22.409
C 14.050 24.155 21.512
C 15.026 22.059 20.551
C 13.547 20.501 24.743
H 13.563 19.628 22.005
H 14.321 18.800 23.276
H 15.420 19.603 22.140
H 15.683 22.029 24.907
H 16.206 20.326 24.544
H 16.738 21.065 22.244
H 17.664 21.987 23.430
H 16.624 23.548 21.792
H 15.936 23.750 23.399
H 13.255 23.925 20.793
H 13.608 24.794 22.282
H 14.747 24.836 20.985
H 15.307 21.025 20.662
H 14.041 21.954 20.003
H 15.676 22.659 19.898
H 12.497 20.207 24.519
H 13.468 21.438 25.249
H 14.072 19.772 25.356
H 12.374 21.157 21.726
C 15.265 12.970 19.124
C 15.856 13.680 20.332
C 17.296 13.305 20.443
C 18.016 14.101 21.506
C 17.986 15.573 21.159
C 16.525 16.048 21.024
N 15.914 15.141 20.038
O 14.599 15.619 19.815
C 15.808 16.182 22.333
C 16.552 17.429 20.329
C 15.006 13.230 21.558
H 15.634 11.987 19.064
H 15.490 13.459 18.185
H 14.165 12.971 19.213
H 17.467 12.229 20.463
H 17.734 13.602 19.465
H 19.038 13.717 21.663
H 17.506 13.962 22.446
H 18.528 15.720 20.217
H 18.483 16.248 21.884
H 15.966 15.409 23.065
H 16.017 17.107 22.837
H 14.726 16.113 22.168
H 15.593 17.932 20.457
H 17.395 18.085 20.722
H 16.778 17.255 19.280
H 15.394 13.494 22.536
H 14.996 12.136 21.574
H 13.962 13.534 21.590
H 14.654 16.033 18.898
C 12.219 12.650 16.752
C 13.103 12.602 15.479
C 12.234 11.782 14.468
C 12.884 11.794 13.115
C 12.821 13.179 12.578
C 13.648 14.122 13.403
N 13.146 13.906 14.827
O 13.882 14.801 15.671
C 15.147 13.918 13.168
C 13.336 15.498 12.910
C 14.411 11.937 15.815
H 12.658 13.323 17.478
H 12.117 11.655 17.217
H 11.197 12.962 16.522
H 12.175 10.745 14.873
H 11.225 12.175 14.435
H 12.314 11.098 12.489
H 13.877 11.351 13.172
H 11.792 13.570 12.653
H 13.062 13.182 11.499
H 15.675 14.809 13.549
H 15.571 13.034 13.643
H 15.325 13.857 12.101
H 12.280 15.811 13.021
H 13.991 16.243 13.427
H 13.530 15.623 11.821
H 14.870 11.394 15.025
H 14.324 11.331 16.700
H 15.076 12.773 16.081
H 13.230 15.474 15.971
C 10.370 13.489 20.350
C 10.252 14.981 20.634
C 8.789 15.297 20.905
C 8.594 16.724 21.502
C 9.326 16.737 22.852
C 10.872 16.458 22.699
N 10.978 15.271 21.861
O 12.316 14.901 21.772
C 11.606 17.702 22.293
C 11.361 16.073 24.120
C 10.770 15.694 19.407
H 9.814 13.146 19.492
H 10.085 12.920 21.215
H 11.390 13.259 20.147
H 8.307 15.290 19.894
H 8.340 14.583 21.608
H 7.531 16.996 21.567
H 9.080 17.499 20.879
H 8.925 15.921 23.456
H 9.226 17.708 23.314
H 12.638 17.355 22.048
H 11.203 18.220 21.434
H 11.675 18.351 23.148
H 11.124 16.793 24.916
H 10.920 15.124 24.399
H 12.446 15.975 24.126
H 11.859 15.774 19.432
H 10.329 16.679 19.370
H 10.517 15.135 18.501
H 12.762 15.289 21.013
C 15.360 18.715 10.639
C 16.674 17.925 10.441
C 17.538 18.572 9.232
C 18.240 19.780 9.722
C 19.050 19.512 10.946
C 18.213 19.083 12.156
N 17.467 17.862 11.704
O 16.720 17.305 12.735
C 19.174 18.626 13.247
C 17.261 20.218 12.649
C 16.369 16.514 10.008
H 14.607 18.634 9.834
H 15.527 19.745 10.820
H 14.856 18.312 11.505
H 18.308 17.845 8.967
H 16.892 18.702 8.316
H 17.519 20.561 9.920
H 18.877 20.199 8.956
H 19.694 20.323 11.325
H 19.676 18.622 10.857
H 18.594 18.117 14.055
H 19.859 17.867 12.902
H 19.786 19.346 13.805
H 16.566 20.543 11.902
H 16.594 19.849 13.456
H 17.792 21.021 13.119
H 15.761 16.465 9.111
H 15.713 16.004 10.700
H 17.285 15.916 9.937
H 15.972 17.942 12.978
C 17.614 11.129 16.833
C 18.999 10.485 16.888
C 19.211 9.544 15.745
C 20.606 9.078 15.582
C 21.563 10.202 15.349
C 21.459 11.269 16.425
N 20.041 11.572 16.621
O 19.891 12.583 17.586
C 22.206 10.857 17.689
C 22.108 12.546 15.887
C 19.217 9.770 18.223
H 17.330 11.695 17.754
H 16.881 10.307 16.847
H 17.453 11.767 15.953
H 18.542 8.709 15.930
H 18.896 9.976 14.813
H 20.615 8.448 14.677
H 20.915 8.436 16.420
H 21.343 10.604 14.427
H 22.548 9.720 15.267
H 21.963 9.872 18.129
H 23.310 10.968 17.599
H 21.915 11.474 18.532
H 22.310 13.307 16.620
H 23.121 12.360 15.423
H 21.447 12.848 15.060
H 19.941 8.985 18.142
H 18.346 9.270 18.657
H 19.620 10.454 19.001
H 19.651 13.423 17.179
*
```


Below is a cluster of 8 separate species, C61H142N8O2 in total, with properties calculated with ωB97M-V with the def2-TZVPD basis set.

Summary:
- Gap between HOMO and LUMO: 7.91 eV
- Maximum force: 2.51 eV/A
- Calculated total energy: -81480.3325 eV
- Lowest unoccupied orbital energy: -15.285 eV

```
! RIJCOSX wB97M-V def2-TZVPD def2/J DEFGRID3
* xyz 8 1
C -4.146 -4.233 -3.931
C -4.964 -2.960 -3.892
C -4.904 -2.097 -5.159
N -4.955 -0.603 -4.926
C -6.347 -0.188 -4.448
C -3.830 -0.105 -4.024
C -3.070 0.970 -4.785
C -3.278 0.621 -6.228
C -4.697 0.127 -6.229
H -3.103 -3.891 -3.986
H -4.431 -4.768 -4.837
H -4.168 -4.867 -3.049
H -4.816 -2.481 -2.912
H -6.033 -3.139 -3.718
H -5.660 -2.384 -5.888
H -3.943 -2.242 -5.662
H -7.059 -0.588 -5.165
H -6.430 0.896 -4.438
H -6.374 -0.609 -3.446
H -4.256 0.364 -3.136
H -3.197 -0.944 -3.746
H -3.445 1.985 -4.622
H -2.019 1.024 -4.486
H -3.041 1.428 -6.914
H -2.671 -0.262 -6.466
H -5.358 0.990 -6.360
H -4.917 -0.381 -7.171
C 8.277 1.596 5.479
C 7.715 0.555 4.498
C 6.317 0.941 4.024
N 5.626 -0.223 3.278
C 6.375 -0.682 2.071
C 4.195 0.152 2.924
C 3.478 -1.145 2.677
C 4.220 -2.220 3.507
C 5.362 -1.453 4.180
H 7.780 1.587 6.449
H 8.309 2.632 5.133
H 9.334 1.413 5.677
H 7.741 -0.420 4.985
H 8.372 0.482 3.630
H 6.270 1.750 3.296
H 5.649 1.119 4.868
H 5.818 -1.435 1.519
H 7.354 -1.077 2.330
H 6.538 0.183 1.427
H 4.213 0.788 2.040
H 3.738 0.604 3.802
H 3.381 -1.458 1.633
H 2.435 -1.065 2.994
H 4.559 -3.116 2.993
H 3.504 -2.579 4.245
H 6.282 -2.025 4.258
H 5.059 -1.060 5.149
C 1.052 2.017 1.909
C 0.412 0.816 1.202
C 1.031 0.532 -0.180
N 0.492 -0.656 -1.042
C 1.329 -0.792 -2.292
C -0.957 -0.521 -1.460
C -1.503 -1.959 -1.683
C -0.506 -2.854 -0.980
C 0.437 -1.918 -0.208
H 0.811 2.122 2.968
H 0.721 2.904 1.360
H 2.140 2.103 1.974
H -0.676 0.854 1.123
H 0.555 0.033 1.955
H 2.079 0.260 -0.061
H 0.877 1.406 -0.816
H 0.945 -1.622 -2.877
H 2.362 -0.999 -2.015
H 1.286 0.198 -2.736
H -1.017 0.167 -2.301
H -1.468 -0.113 -0.589
H -1.626 -2.246 -2.725
H -2.452 -1.936 -1.149
H 0.122 -3.486 -1.614
H -0.945 -3.632 -0.352
H 1.455 -2.278 -0.059
H 0.027 -1.784 0.793
C 2.008 5.642 4.868
N 2.587 4.884 6.051
C 3.423 3.765 5.509
C 3.486 5.900 6.756
C 1.617 4.343 7.106
C 0.340 3.687 6.521
O -0.128 2.768 7.458
H 1.374 5.018 4.244
H 2.908 5.975 4.357
H 1.475 6.522 5.221
H 2.766 3.163 4.885
H 3.889 3.304 6.379
H 4.259 4.112 4.901
H 2.920 6.787 7.024
H 4.332 6.213 6.145
H 3.891 5.354 7.607
H 1.421 5.158 7.800
H 2.171 3.625 7.714
H 0.400 3.326 5.483
H -0.356 4.525 6.410
H 0.464 2.008 7.398
C 5.428 4.072 -2.734
N 4.498 3.002 -3.346
C 3.069 3.319 -2.999
C 4.604 3.109 -4.867
C 4.922 1.603 -2.869
C 5.300 1.442 -1.389
O 4.217 1.717 -0.476
H 5.233 4.086 -1.666
H 5.159 5.011 -3.206
H 6.426 3.690 -2.930
H 2.877 4.341 -3.309
H 2.972 3.231 -1.918
H 2.465 2.519 -3.420
H 5.659 3.024 -5.121
H 4.308 4.133 -5.082
H 3.992 2.361 -5.360
H 5.789 1.469 -3.518
H 4.124 0.966 -3.249
H 6.165 2.084 -1.215
H 5.652 0.437 -1.163
H 4.377 2.523 0.025
C -1.770 -7.058 -2.932
C -0.714 -5.946 -2.967
C 0.327 -6.279 -4.022
C 1.656 -5.527 -3.940
N 2.663 -6.080 -4.937
C 3.656 -4.992 -5.303
C 4.340 -5.412 -6.591
C 3.304 -6.318 -7.314
C 2.132 -6.487 -6.315
C 3.323 -7.324 -4.335
H -2.307 -6.989 -1.986
H -1.307 -8.020 -3.137
H -2.554 -6.967 -3.690
H -0.235 -6.044 -1.982
H -1.249 -4.993 -2.953
H -0.038 -5.932 -4.993
H 0.548 -7.344 -4.025
H 2.113 -5.590 -2.949
H 1.458 -4.470 -4.134
H 4.280 -5.001 -4.405
H 3.095 -4.064 -5.373
H 5.249 -6.008 -6.535
H 4.569 -4.539 -7.197
H 3.644 -7.327 -7.535
H 2.926 -5.849 -8.218
H 1.768 -7.509 -6.370
H 1.399 -5.718 -6.559
H 4.057 -7.614 -5.084
H 2.600 -8.096 -4.095
H 3.874 -7.003 -3.453
C -3.018 -5.699 1.052
C -3.660 -4.345 1.374
C -2.885 -3.696 2.536
C -3.431 -2.306 2.817
N -2.725 -1.638 3.958
C -1.202 -1.776 4.005
C -0.667 -0.504 4.665
C -1.767 0.554 4.649
C -2.849 -0.115 3.796
C -3.362 -2.044 5.316
H -3.136 -6.288 1.962
H -1.943 -5.526 0.922
H -3.398 -6.219 0.179
H -4.670 -4.600 1.700
H -3.636 -3.689 0.497
H -1.818 -3.646 2.306
H -3.068 -4.322 3.412
H -4.477 -2.532 3.034
H -3.436 -1.709 1.902
H -0.873 -2.688 4.493
H -0.843 -1.739 2.973
H -0.408 -0.752 5.698
H 0.235 0.013 4.326
H -2.248 0.690 5.617
H -1.476 1.496 4.192
H -3.871 0.160 4.059
H -2.798 0.141 2.735
H -2.875 -1.434 6.067
H -3.075 -3.095 5.352
H -4.443 -2.069 5.223
C -5.902 8.647 -1.389
C -6.547 7.617 -0.470
C -5.903 6.233 -0.532
C -6.368 5.251 0.538
N -5.382 4.096 0.768
C -4.046 4.487 1.391
C -3.534 3.275 2.185
C -4.793 2.445 2.494
C -5.966 3.093 1.756
C -5.155 3.356 -0.537
H -5.578 8.211 -2.338
H -5.115 9.207 -0.887
H -6.599 9.415 -1.726
H -7.611 7.495 -0.682
H -6.495 7.977 0.561
H -4.808 6.303 -0.573
H -6.171 5.847 -1.522
H -7.297 4.795 0.199
H -6.429 5.643 1.553
H -3.358 4.913 0.666
H -4.328 5.282 2.083
H -2.890 2.646 1.559
H -2.863 3.596 2.979
H -4.558 1.480 2.050
H -5.001 2.413 3.561
H -6.629 2.407 1.240
H -6.535 3.711 2.449
H -6.158 3.039 -0.813
H -4.440 2.544 -0.431
H -4.785 4.112 -1.225
*
```